Record 1
A single C5H9NO molecule, computed with ωB97M-V/def2-TZVPD.

The SMILES is CC(C)=C=NCO. For the HOMO-LUMO gap, the calculation gives 9.35 eV.

```
16
Properties=species:S:1:pos:R:3:forces:R:3:lowdin_charge:R:1
C -0.673406 -0.052958 2.112653 0.0 0.0 0.1 -0.068
C 0.214994 0.352587 0.961082 0.0 -0.1 -0.2 -0.334
C 0.934528 1.677890 1.042587 0.1 0.0 0.0 -0.068
C -0.449809 -0.965039 -2.223419 -0.2 0.3 0.1 -0.305
O -0.342233 -2.030130 -3.111994 0.2 -0.1 -0.1 -0.049
C 0.329623 -0.407208 -0.103161 0.0 -0.1 -0.2 -0.087
N 0.462137 -1.131625 -1.088667 0.0 0.4 0.5 0.103
H -1.528437 0.628891 2.201575 0.1 -0.1 0.0 0.079
H -1.061326 -1.068481 1.993482 0.1 0.2 0.0 0.079
H -0.120527 -0.007917 3.058844 -0.1 0.0 -0.1 0.078
H 1.509065 1.744282 1.974743 -0.1 0.0 -0.1 0.078
H 0.221832 2.512415 1.036789 0.1 -0.1 0.0 0.079
H 1.627449 1.814602 0.207474 -0.1 0.0 0.1 0.078
H -0.213509 -0.002709 -2.705394 0.0 -0.2 0.0 0.124
H -1.492081 -0.947785 -1.887728 0.2 0.0 0.0 0.126
H 0.592424 -2.122344 -3.337058 -0.1 -0.1 0.0 0.088
```
Forces are in eV/Å.

Record 2
2 unconnected molecules or ions with the total composition C11H15N in a non-equilibrium geometry, computed with ωB97M-V/def2-TZVPD.

The SMILES is Cc1c[nH]c2ccccc12.CC. For the HOMO-LUMO gap, the calculation gives 8.92 eV.

```
27
Properties=species:S:1:pos:R:3:forces:R:3:lowdin_charge:R:1
C 2.150301 -1.143244 -1.905639 1.3 -0.4 -0.7 -0.052
C 1.297175 0.342878 1.430966 -1.4 -0.6 -0.9 -0.216
C 1.370712 0.476239 0.023148 0.9 0.3 1.1 -0.141
C 1.836859 -0.785819 -0.491786 -0.4 -0.9 -0.6 -0.233
C 1.875027 -1.664179 0.541738 -0.3 1.2 0.7 -0.053
C 0.769486 1.358523 2.231277 0.7 -0.3 0.1 -0.029
C 0.610765 2.601436 1.646042 -1.4 -0.4 -0.2 -0.099
C 0.673198 2.772149 0.240588 0.5 0.0 1.5 -0.093
C 1.096757 1.721511 -0.536365 0.2 0.3 -1.5 -0.042
N 1.476896 -1.007589 1.725145 0.8 -0.1 0.1 0.055
H 0.476855 1.120373 3.256517 0.3 0.4 -0.2 0.112
H 0.162451 3.387669 2.243503 0.2 0.1 0.0 0.095
H 2.040843 -1.217691 2.536114 -0.4 -0.2 0.3 0.140
H 0.377101 3.753747 -0.100136 0.3 -0.1 -0.6 0.096
H 2.118064 -2.709594 0.609537 0.2 -0.1 -0.2 0.119
H 1.275076 1.858310 -1.610362 -0.4 0.0 0.3 0.112
H 2.195416 -0.288594 -2.583527 -0.4 0.0 0.1 0.070
H 1.573239 -1.953990 -2.352223 -0.6 0.3 0.1 0.075
H 3.170556 -1.567145 -1.985617 -0.2 0.3 0.3 0.082
C -3.988996 -0.900514 -0.129647 1.6 -2.0 -0.4 -0.158
C -2.756802 -0.823639 -1.025079 1.3 1.2 -1.4 -0.195
H -3.870417 -0.469313 0.851079 -0.2 1.2 -0.1 0.057
H -4.804113 -0.612583 -0.780183 -0.6 0.1 0.7 0.063
H -4.019139 -1.956137 0.178314 -0.8 0.0 -0.5 0.062
H -2.471259 0.215654 -1.269243 -0.5 -0.1 0.0 0.060
H -2.854537 -1.312429 -2.018365 -0.6 0.2 0.6 0.069
H -1.781513 -1.196025 -0.725796 -0.1 -0.5 1.0 0.045
```
Forces are in eV/Å.

Record 3
A molecular structure, C44H46BN9O7STi, computed with ωB97M-V/def2-TZVPD.

As for the spin multiplicity: 3. Its net charge is -2. For the HOMO-LUMO gap (alpha / beta), the calculation gives 2.94 / 6.40 eV.

```
109
Properties=species:S:1:pos:R:3:forces:R:3:mulliken_spin:R:1
Ti -0.487097 -0.182038 -0.183419 -0.1 0.3 0.4 0.981
N 0.962283 1.260833 -1.019670 0.3 0.0 -0.1 -0.005
C 2.078659 1.533587 -0.086725 0.0 0.0 0.0 0.032
C 2.091252 0.542278 1.079830 -0.1 0.0 0.1 0.009
O 3.140427 0.388747 1.728876 0.0 0.0 -0.1 0.023
N 0.926005 -0.045244 1.266211 0.5 -0.1 0.4 -0.043
C 0.829876 -1.099458 2.247188 0.1 0.1 0.1 0.016
C -0.468003 -1.887588 2.054836 0.1 0.1 0.2 0.001
O -0.866379 -2.645182 2.927873 0.0 -0.1 -0.1 0.005
O -1.050921 -1.689003 0.907946 0.1 -0.4 0.4 -0.010
H 1.292877 0.639110 -1.755299 0.0 0.1 0.0 -0.009
H 0.591149 2.100219 -1.453100 0.0 -0.1 0.1 0.000
H 1.959163 2.529991 0.340095 0.0 0.0 0.0 -0.006
H 3.047554 1.493727 -0.587370 0.0 0.0 0.0 -0.001
H 0.867566 -0.716951 3.273516 0.0 0.0 0.0 0.029
H 1.662355 -1.807553 2.141613 0.0 0.0 0.0 -0.003
C -5.947825 1.971818 -1.733005 0.0 0.0 0.0 0.003
C -4.516495 2.386349 -1.841427 0.1 0.1 0.1 -0.005
C -4.001492 3.545676 -2.384932 0.0 -0.1 -0.1 0.002
C -2.609134 3.428969 -2.198064 -0.1 0.1 0.0 0.001
N -2.312094 2.296320 -1.582664 0.0 0.0 0.0 0.007
N -3.476538 1.660509 -1.362576 -0.1 0.0 -0.1 -0.004
B -3.559392 0.291054 -0.621845 0.0 0.0 0.1 -0.074
N -2.747870 -0.749402 -1.490457 0.0 -0.2 -0.1 0.008
N -1.536502 -0.431780 -2.035602 -0.6 -0.1 -0.7 0.091
C -1.281086 -1.349085 -2.969537 0.0 0.1 0.0 0.012
C -2.300261 -2.299047 -3.003008 0.0 0.0 0.0 -0.029
C -3.199908 -1.896492 -2.034511 -0.1 0.1 -0.1 0.025
C -4.446339 -2.581890 -1.587476 0.0 0.0 0.0 0.002
C -0.083818 -1.240643 -3.812441 0.0 0.0 0.0 -0.010
C 0.410318 0.017030 -4.154490 0.0 0.0 0.0 0.006
C 1.559656 0.137931 -4.921891 0.0 0.0 0.0 -0.002
C 2.216831 -0.998016 -5.374458 0.0 0.0 0.0 0.004
C 1.710919 -2.253802 -5.060210 0.0 0.0 0.0 -0.002
C 0.567264 -2.377335 -4.286673 0.0 0.0 0.0 0.001
N -3.061034 0.380931 0.797280 -0.1 0.2 -0.2 0.126
N -1.806162 0.950341 1.035670 -0.2 0.0 -0.1 0.192
C -1.731745 1.128422 2.402820 0.0 0.0 -0.1 0.041
C -2.876060 0.517776 2.997971 0.0 0.0 0.0 0.093
C -3.666667 0.084242 1.976045 0.0 0.0 0.0 -0.017
C -4.959290 -0.655955 2.046656 0.0 0.0 0.0 -0.001
C -0.743142 1.912807 3.043250 0.0 0.0 0.0 -0.054
C 0.066868 2.830396 2.316885 0.0 0.0 0.0 0.131
C 1.006062 3.613819 2.943666 0.0 0.0 0.0 -0.146
C 1.207566 3.541841 4.329723 0.0 0.0 0.0 0.275
C 0.413364 2.652622 5.062965 0.0 0.0 0.0 -0.130
C -0.537603 1.864119 4.451247 0.0 0.0 0.0 0.173
C -1.539288 4.374630 -2.540932 0.0 0.0 0.0 -0.004
C -0.408508 4.467982 -1.727845 0.0 0.0 0.0 -0.009
C 0.622163 5.338650 -2.046753 0.0 0.0 0.0 -0.003
C 0.535170 6.143652 -3.175975 0.0 0.0 0.0 0.002
C -0.592984 6.068653 -3.982420 0.0 0.0 0.0 0.000
C -1.619076 5.188994 -3.669757 0.0 0.0 0.0 0.001
H -6.577837 2.752996 -2.159841 0.0 0.0 0.0 0.000
H -6.240632 1.820444 -0.693199 0.0 0.0 0.0 -0.001
H -6.143806 1.040030 -2.266417 0.0 0.0 0.0 0.000
H -4.554371 4.362464 -2.820435 0.0 0.0 0.0 0.000
H -4.703748 -0.060662 -0.635191 0.0 -0.1 0.0 0.004
H -2.358353 -3.180275 -3.618870 0.0 0.0 0.0 0.000
H -4.689356 -3.386134 -2.281698 0.0 0.0 0.0 -0.001
H -5.289831 -1.895985 -1.527689 0.0 0.0 0.0 0.001
H -4.297351 -3.014334 -0.596038 0.0 0.0 0.0 -0.001
H -0.117720 0.897204 -3.804600 0.0 0.0 0.0 0.000
H 1.942923 1.121880 -5.164628 0.0 0.0 0.0 0.000
H 3.120192 -0.906122 -5.965335 0.0 0.0 0.0 0.000
H 2.225769 -3.144405 -5.400843 0.0 0.0 0.0 0.000
H 0.208639 -3.351079 -3.982139 0.0 0.0 0.0 0.000
H -3.098349 0.440669 4.049434 0.0 0.0 0.0 0.026
H -5.351748 -0.613715 3.062730 0.0 0.0 0.0 0.000
H -4.809894 -1.706335 1.781866 0.0 0.0 0.0 0.001
H -5.705589 -0.243159 1.365516 0.0 0.0 0.0 0.003
H -0.093333 2.901162 1.247942 0.0 0.0 0.0 0.124
H 1.606113 4.300062 2.352088 0.0 0.0 0.0 -0.003
H 1.969366 4.139253 4.814513 0.0 0.0 0.0 0.037
H 0.555874 2.569012 6.136463 0.0 0.0 0.0 -0.005
H -1.118689 1.167573 5.045042 0.0 0.0 0.0 0.043
H -0.362768 3.860573 -0.831384 -0.1 0.0 0.0 0.021
H 1.491456 5.394167 -1.402799 0.0 0.0 0.0 0.001
H 1.339530 6.825206 -3.424617 0.0 0.0 0.0 0.000
H -0.668640 6.690447 -4.867010 0.0 0.0 0.0 0.000
H -2.487797 5.114271 -4.313476 0.0 0.0 0.0 0.000
C 1.645796 -3.230399 5.323523 0.0 0.0 0.0 0.001
C 2.762211 -3.182373 4.320062 0.0 0.0 0.0 0.003
C 3.449964 -2.003325 4.069104 0.0 0.0 0.0 -0.004
C 4.390124 -1.922217 3.050424 0.1 0.0 0.0 0.003
C 4.661306 -3.049186 2.294299 0.0 0.0 0.0 -0.002
C 4.001189 -4.250856 2.540697 0.0 0.0 0.0 0.001
C 3.057841 -4.309418 3.546530 0.0 0.0 0.0 0.000
S 5.820011 -2.962479 0.968353 0.0 0.1 -0.1 0.000
O 6.495443 -1.701521 1.074292 0.0 0.0 0.0 0.000
O 6.592551 -4.183592 0.940902 0.0 0.0 0.0 0.000
N 4.956061 -2.998145 -0.420314 0.0 -0.1 0.1 0.000
C 3.679223 -2.278135 -0.605724 0.1 0.1 0.0 0.000
C 2.546604 -3.279053 -0.749281 0.0 0.0 -0.1 -0.001
C 1.164952 -2.715172 -1.095134 -0.1 -0.1 0.1 0.017
O 0.282359 -3.528166 -1.364586 0.0 0.0 -0.1 0.001
O 1.060181 -1.441945 -1.061275 0.0 0.0 -0.2 0.005
H 1.685149 -2.375021 5.998004 0.0 0.0 0.0 -0.001
H 1.682965 -4.148109 5.914401 0.0 0.0 0.0 0.000
H 0.687103 -3.205667 4.794183 0.0 0.1 0.0 0.000
H 3.196315 -1.107867 4.622564 0.0 0.0 0.0 0.002
H 4.868323 -0.985048 2.809373 0.0 0.0 0.0 0.000
H 4.228743 -5.123181 1.940548 0.0 0.0 0.0 0.000
H 2.512956 -5.229955 3.721107 0.0 0.0 0.0 0.000
H 4.950719 -3.946786 -0.769238 0.0 0.0 0.0 0.000
H 3.757866 -1.668318 -1.507427 0.0 0.0 0.0 -0.001
H 3.519912 -1.590994 0.228756 0.0 0.0 0.0 -0.001
H 2.433636 -3.859295 0.171007 0.0 0.0 0.0 -0.001
H 2.787816 -3.996543 -1.542166 0.0 0.0 0.0 0.000
```
Forces are in eV/Å.

Molecular weight list, top to bottom, in g mol⁻¹: 99.1; 161.2; 903.7
ΔE to the lowest compared entry with this formula, charge and spin list, top to bottom, in kcal/mol: 51.0; 23.2; 17.9